No. 1
Computed, not measured: a structure of composition C44H43FMnN3OSe2Si2, with the ωB97M-V functional and the def2-TZVPD basis.

```
! wB97M-V def2-TZVPD RIJCOSX def2/J DEFGRID3
* xyz -1 6
Mn -0.499 0.537 0.174
Se -1.845 2.850 3.040
Se -0.725 0.203 3.296
C 0.918 0.793 4.070
C 1.177 0.507 5.415
C 2.369 0.924 5.974
C 3.276 1.623 5.186
C 2.936 1.851 3.863
N 1.798 1.442 3.313
C -2.984 2.257 1.653
C -4.320 2.696 1.698
C -5.241 2.224 0.797
C -4.827 1.298 -0.159
C -3.501 0.934 -0.170
N -2.579 1.398 0.699
H 0.438 -0.029 5.994
H 2.590 0.710 7.013
H 4.220 1.977 5.579
H 3.615 2.383 3.202
H -4.597 3.399 2.471
H -6.271 2.558 0.842
H -5.505 0.871 -0.884
H -3.129 0.256 -0.923
C -1.548 0.674 -4.885
Si -0.978 1.082 -3.129
C 0.797 1.619 -3.364
C -2.054 2.543 -2.633
N -1.104 -0.102 -1.874
C -1.637 -1.355 -1.992
C -1.914 -2.046 -3.193
C -2.526 -3.287 -3.228
C -2.898 -3.933 -2.060
C -2.597 -3.323 -0.846
C -1.960 -2.099 -0.832
O -1.585 -1.473 0.374
C -1.836 -2.181 1.546
C -0.970 -3.175 1.957
C -1.238 -3.848 3.140
C -2.370 -3.539 3.882
C -3.243 -2.555 3.438
C -2.981 -1.872 2.260
H -1.434 1.598 -5.463
H -2.593 0.365 -4.948
H -0.932 -0.089 -5.366
H 0.856 2.484 -4.031
H 1.367 0.801 -3.810
H 1.282 1.892 -2.425
H -1.847 3.427 -3.243
H -1.892 2.815 -1.589
H -3.112 2.287 -2.744
H -1.614 -1.596 -4.123
H -2.703 -3.757 -4.189
H -3.404 -4.890 -2.077
H -2.850 -3.816 0.082
H -0.098 -3.412 1.362
H -0.554 -4.615 3.481
H -2.570 -4.063 4.807
H -4.125 -2.308 4.015
H -3.641 -1.097 1.892
C 2.087 -3.464 -3.845
C 2.768 -2.259 -3.939
C 2.673 -1.324 -2.915
C 1.903 -1.568 -1.776
C 1.239 -2.795 -1.700
C 1.322 -3.732 -2.718
Si 1.808 -0.305 -0.369
C 2.750 -1.149 1.058
C 2.146 -1.629 2.216
C 2.883 -2.223 3.234
C 4.259 -2.341 3.114
C 4.888 -1.870 1.968
C 4.139 -1.287 0.957
H 2.151 -4.191 -4.646
H 3.373 -2.043 -4.812
H 3.211 -0.386 -3.001
H 0.633 -3.026 -0.830
H 0.777 -4.666 -2.635
H 2.817 0.710 -0.796
H 1.081 -1.506 2.354
H 2.377 -2.575 4.126
H 4.842 -2.786 3.912
H 5.964 -1.957 1.864
H 4.645 -0.928 0.065
F 2.236 6.508 -2.944
C 1.838 5.493 -2.130
C 2.763 4.551 -1.731
C 2.348 3.525 -0.897
C 1.022 3.420 -0.458
C 0.600 2.361 0.474
C 0.132 4.416 -0.872
C 0.525 5.448 -1.711
H 3.788 4.627 -2.072
H 3.064 2.778 -0.577
H -0.213 2.707 1.116
H 1.412 2.044 1.125
H -0.890 4.389 -0.512
H -0.169 6.213 -2.033
*
```

Highest occupied orbital energy (spin up / spin down) (eV): -3.937 / -4.407
⟨S²⟩: 9.18
Molecular weight (g/mol): 917.876
Energy relative to the best compared isomer or geometry (same formula, charge and spin) (kcal per mole): 0.00
Electronic energy (a.u.): -8574.81363
Kohn-Sham gap (spin up / spin down) (Eh): 0.22799 / 0.22412

No. 2
Computed, not measured: a structure of composition C44H44AsBrN5O3RbS, with the ωB97M-V functional and the def2-TZVPD basis.

```
! wB97M-V def2-TZVPD RIJCOSX def2/J DEFGRID3
* xyz -2 1
Rb 0.386 -0.089 0.231
C 2.495 3.039 -2.979
C 2.080 2.718 -1.556
N 0.877 2.978 -1.117
O 0.157 3.731 -2.058
C 3.031 2.085 -0.700
C 4.218 1.367 -1.289
N 2.815 1.778 0.631
O 3.347 0.626 1.076
H 1.698 3.562 -3.493
H 2.715 2.118 -3.522
H 3.394 3.663 -2.997
H -0.678 3.861 -1.600
H 4.549 1.848 -2.210
H 3.998 0.315 -1.505
H 5.038 1.364 -0.569
S -3.638 -0.364 -1.526
C -4.847 0.892 -1.481
C -6.177 0.644 -1.898
C -7.166 1.611 -1.821
C -6.882 2.884 -1.329
C -5.583 3.163 -0.926
C -4.575 2.202 -1.001
As -2.737 2.515 -0.423
C -2.855 4.509 -0.447
C -2.790 5.330 0.678
C -2.846 6.716 0.553
C -2.967 7.305 -0.699
C -3.018 6.499 -1.832
C -2.955 5.118 -1.703
C -2.999 2.287 1.513
C -1.863 2.200 2.319
C -1.982 1.978 3.689
C -3.237 1.853 4.267
C -4.374 1.955 3.474
C -4.253 2.165 2.107
H -6.407 -0.349 -2.266
H -8.177 1.370 -2.138
H -7.653 3.642 -1.261
H -5.355 4.153 -0.549
H -2.692 4.888 1.662
H -2.796 7.337 1.440
H -3.015 8.383 -0.794
H -3.102 6.948 -2.816
H -2.993 4.494 -2.591
H -0.873 2.315 1.884
H -1.089 1.893 4.294
H -3.329 1.656 5.328
H -5.357 1.830 3.915
H -5.144 2.201 1.493
Br -6.683 -1.391 4.945
C -4.993 -1.728 4.112
C -4.122 -2.638 4.680
C -2.887 -2.874 4.084
C -2.482 -2.188 2.914
C -3.411 -1.271 2.375
C -4.649 -1.050 2.949
N -1.273 -2.355 2.267
C -0.471 -3.351 2.618
C 0.752 -3.645 1.957
C 1.540 -4.760 2.365
C 2.703 -5.065 1.707
C 3.118 -4.261 0.628
C 2.310 -3.183 0.298
N 1.169 -2.866 0.910
H -4.403 -3.162 5.584
H -2.227 -3.596 4.548
H -3.153 -0.772 1.447
H -5.350 -0.369 2.484
H -0.732 -4.044 3.418
H 1.199 -5.359 3.202
H 3.301 -5.914 2.019
H 4.035 -4.455 0.086
H 2.603 -2.523 -0.519
C -0.097 -3.603 -5.025
N 0.755 -2.667 -4.306
C 2.154 -2.509 -4.690
C 0.356 -2.006 -3.175
C -1.052 -2.180 -2.676
O 1.152 -1.297 -2.567
H 0.435 -3.944 -5.910
H -1.025 -3.137 -5.357
H -0.351 -4.483 -4.430
H 2.303 -2.950 -5.674
H 2.825 -2.989 -3.974
H 2.422 -1.455 -4.721
H -1.675 -2.848 -3.265
H -1.541 -1.204 -2.624
H -1.007 -2.554 -1.649
C 1.368 4.271 3.722
C 1.721 2.948 3.952
C 2.174 2.134 2.920
C 2.283 2.632 1.613
C 1.955 3.980 1.390
C 1.496 4.772 2.430
H 0.990 4.893 4.526
H 1.649 2.535 4.953
H 2.476 1.113 3.093
H 2.076 4.406 0.407
H 1.234 5.803 2.221
*
```

Highest occupied orbital energy (spin up / spin down) (eV): -0.902 / -0.278
Molecular weight (g/mol): 963.229
Energy relative to the best compared isomer or geometry (same formula, charge and spin) (kcal per mole): 11.35
Electronic energy (a.u.): -7434.57878
Kohn-Sham gap (spin up / spin down) (Eh): 0.16708 / 0.14443